The following is a DFT calculation (wB97M-V/def2-TZVPD) of a 2-piece molecular cluster, C6H11N3O2S overall at a distorted geometry.

```
23
Properties=species:S:1:pos:R:3:forces:R:3:nbo_charge:R:1
S 0.87988 -0.73208 2.02266 0.637 -1.963 0.224 1.412
O -0.08850 -1.76428 1.56270 0.027 0.595 -0.018 -0.983
O -0.24347 -0.68390 -1.30726 -0.975 -0.331 -0.799 -0.505
N 3.16414 1.50442 -0.28033 0.809 0.470 0.117 -0.621
N -0.95963 1.00518 0.16490 -1.125 1.649 -0.167 -0.553
N 2.13070 -1.77715 2.62564 0.114 1.516 -0.740 -1.053
C -2.26456 1.17421 -0.49506 -0.954 -0.848 0.350 -0.245
C -1.46074 -0.62342 -2.15412 0.218 3.050 -1.819 -0.087
C -2.64853 -0.08320 -1.43007 -2.236 0.652 2.352 -0.470
C 1.73238 -0.08527 0.61932 -4.298 0.836 -0.651 -0.537
C -0.23274 0.18166 -0.33031 4.626 -1.506 0.958 0.733
C 2.40723 1.17444 0.68068 -1.197 2.055 1.933 0.091
H 3.66461 2.40778 -0.22120 -0.750 -0.504 0.354 0.350
H -3.51987 0.36635 -2.05725 1.694 -1.320 0.501 0.239
H 2.64381 -1.31616 3.35145 0.248 -0.196 0.544 0.372
H 2.04448 1.77741 1.63189 1.245 -0.420 -1.771 0.149
H -2.22367 2.08086 -1.21341 -0.321 -1.118 1.721 0.209
H -1.78750 -1.60132 -2.46052 1.030 -0.458 -0.548 0.217
H -2.93469 1.21693 0.45614 0.394 0.521 -2.356 0.234
H 2.18331 -0.65796 -0.09690 0.812 -2.348 -1.467 0.242
H -1.25304 0.15838 -3.02509 0.093 -2.135 1.432 0.185
H -3.06021 -1.01282 -0.86031 0.361 2.045 -0.386 0.218
H 1.82660 -2.71005 2.81645 -0.452 -0.244 0.237 0.403
```
Forces are in eV/Å.

The value obtained for the LUMO energy is 0.1 eV. Its HOMO energy is -8.5242 eV. As for the relative energy (zero: lowest compared OMol25 entry of this formula, charge and spin): 6.717 eV. Its orbital gap is 8.61 eV.